No. 1
Below is C16H46B2N2O10V2 as an isolated structure, with properties calculated with ωB97M-V/def2-TZVPD.

Last column: Mulliken spin population.
Geometry (Å):
1 O 20.30 -9.33 24.54  -0.18
2 V 19.02 -9.70 23.78  1.26
3 O 15.63 -9.26 27.05  -0.19
4 V 15.80 -9.79 25.59  1.29
5 C 17.99 -11.35 25.77  -0.02
6 O 16.84 -11.76 25.88  -0.02
7 O 18.59 -11.65 24.78  -0.01
8 O 18.04 -10.13 25.87  -0.08
9 B 13.63 -10.12 25.17  -0.08
10 H 14.27 -10.94 25.44  -0.01
11 H 13.38 -9.48 26.00  0.01
12 H 14.05 -9.57 24.34  0.03
13 H 12.75 -10.58 24.75  0.00
14 B 19.52 -10.37 21.66  -0.02
15 H 19.87 -10.68 20.68  -0.01
16 H 19.61 -9.29 21.75  0.02
17 H 18.51 -10.74 21.76  0.00
18 H 20.13 -10.79 22.44  -0.01
19 C 14.42 -13.30 27.89  0.00
20 O 13.87 -13.66 29.14  0.00
21 C 13.96 -12.73 30.26  0.00
22 C 13.36 -13.32 31.65  0.00
23 N 14.33 -14.26 32.24  0.00
24 C 14.16 -15.59 31.56  0.00
25 C 15.34 -15.91 30.69  0.00
26 O 16.53 -15.12 30.89  0.00
27 C 17.63 -15.37 30.08  0.00
28 H 14.47 -14.23 27.31  0.00
29 H 15.50 -13.23 28.02  0.00
30 H 14.07 -12.36 27.47  0.00
31 H 13.32 -11.88 30.03  0.00
32 H 14.94 -12.28 30.38  0.00
33 H 12.35 -13.74 31.63  0.00
34 H 13.37 -12.47 32.33  0.00
35 H 15.23 -13.87 32.00  0.00
36 H 13.27 -15.81 30.97  0.00
37 H 14.05 -16.35 32.34  0.00
38 H 15.02 -15.79 29.65  0.00
39 H 15.53 -16.98 30.75  0.00
40 H 18.37 -14.57 30.20  0.00
41 H 17.20 -15.33 29.08  0.00
42 H 18.07 -16.32 30.37  0.00
43 C 13.14 -16.14 25.36  0.00
44 O 13.62 -14.82 25.06  0.00
45 C 14.95 -14.65 24.53  0.00
46 C 14.93 -13.55 23.53  0.00
47 N 16.20 -12.81 23.25  0.01
48 C 17.14 -13.76 22.58  0.00
49 C 16.61 -14.25 21.23  0.00
50 O 16.32 -13.17 20.29  0.00
51 C 15.69 -13.68 19.14  0.00
52 H 12.93 -16.70 24.45  0.00
53 H 12.15 -15.88 25.74  0.00
54 H 13.65 -16.61 26.20  0.00
55 H 15.26 -15.54 23.99  0.00
56 H 15.61 -14.42 25.37  0.00
57 H 14.21 -12.79 23.83  0.00
58 H 14.43 -13.93 22.63  0.00
59 H 16.67 -12.37 24.02  0.01
60 H 17.46 -14.51 23.30  0.00
61 H 18.09 -13.27 22.34  0.00
62 H 15.79 -14.95 21.40  0.00
63 H 17.45 -14.79 20.80  0.00
64 H 14.67 -14.04 19.22  0.00
65 H 16.24 -14.45 18.59  0.00
66 H 15.69 -12.85 18.43  0.00
67 C 20.62 -8.71 29.87  0.00
68 C 19.67 -9.47 28.90  0.00
69 C 18.30 -9.50 29.50  0.00
70 O 19.67 -8.83 27.66  0.00
71 H 21.61 -8.56 29.46  0.00
72 H 20.66 -9.28 30.79  0.00
73 H 20.15 -7.73 29.95  0.00
74 H 20.14 -10.44 28.73  0.00
75 H 18.29 -9.47 30.59  0.00
76 H 17.72 -10.32 29.07  0.00
77 H 17.68 -8.67 29.13  0.00
78 H 19.09 -9.36 27.10  0.02

As for the HOMO energy (spin up / spin down): -0.31096 / -0.31096 Eh. As for the max |F|: 0.2225 hartree/bohr. The value obtained for the gap between HOMO and LUMO (spin up / spin down) is 5.587 / 5.047 eV. For the calculated total energy, the calculation gives -93507.6202 eV. The spin multiplicity is 3. As for the expectation value of S²: 2.052.

No. 2
Below is C16H46CrCuO14 as an isolated structure, with properties calculated with ωB97M-V/def2-TZVPD.

Last column: Mulliken spin population.
Geometry (Å):
1 Cr -0.11 -2.88 1.81  4.93
2 Cu 2.54 -2.06 -0.53  0.06
3 C -1.18 -0.20 -0.72  -0.01
4 C 0.01 -0.01 0.22  -0.02
5 O 0.68 -1.19 0.59  -0.14
6 H -1.24 -1.10 -1.34  0.00
7 H -1.45 0.55 -1.46  0.00
8 H -2.00 -0.26 -0.01  0.02
9 H -0.22 0.50 1.16  0.02
10 H 0.78 0.59 -0.26  0.02
11 C -2.84 -3.76 -1.77  0.04
12 C -1.72 -4.37 -0.87  -0.03
13 O -1.50 -3.81 0.44  0.90
14 H -3.80 -4.21 -1.49  0.00
15 H -2.77 -4.14 -2.79  0.00
16 H -2.83 -2.67 -1.73  0.00
17 H -0.80 -4.47 -1.45  0.02
18 H -2.10 -5.38 -0.74  0.08
19 C 0.17 3.05 2.89  0.00
20 C 1.36 4.09 2.67  0.00
21 O 0.75 5.29 2.17  0.00
22 O -0.42 3.45 4.07  0.00
23 H 0.74 2.12 2.81  0.00
24 H -0.56 3.00 2.09  0.00
25 H 1.83 3.63 1.81  0.00
26 H 2.08 4.13 3.49  0.00
27 H 0.06 5.60 2.76  0.00
28 H -1.30 3.65 3.75  0.00
29 C -4.73 1.08 -1.67  0.00
30 C -4.25 1.00 -3.14  0.00
31 O -4.87 0.00 -3.94  0.00
32 O -5.85 1.90 -1.57  0.00
33 H -3.92 1.44 -1.03  0.00
34 H -5.05 0.08 -1.41  0.00
35 H -3.17 0.85 -3.18  0.00
36 H -4.54 1.93 -3.61  0.00
37 H -5.04 0.39 -4.80  0.00
38 H -6.62 1.58 -2.04  0.00
39 C 3.27 -0.14 2.30  0.02
40 C 3.81 -1.00 3.52  0.00
41 O 5.26 -0.94 3.59  0.00
42 O 3.63 -0.50 0.95  0.01
43 H 3.73 0.83 2.52  0.00
44 H 2.19 0.00 2.27  0.00
45 H 3.52 -2.05 3.49  0.01
46 H 3.33 -0.77 4.47  0.00
47 H 5.63 -1.43 2.86  0.00
48 H 4.53 -0.19 0.91  0.00
49 C -0.09 -1.48 4.42  -0.03
50 C -1.49 -2.10 4.28  0.00
51 O -1.69 -2.43 2.98  -0.01
52 O 0.82 -2.35 3.72  0.04
53 H 0.37 -1.36 5.40  0.01
54 H -0.11 -0.60 3.77  0.03
55 H -2.37 -1.56 4.64  0.00
56 H -1.53 -3.02 4.87  0.00
57 H -2.50 -2.94 2.98  0.02
58 H 1.24 -2.76 4.48  0.01
59 C 1.18 -1.87 -3.39  0.00
60 C 2.35 -0.92 -3.43  0.00
61 O 2.71 -0.39 -2.14  0.00
62 O 1.59 -2.87 -2.53  0.01
63 H 0.98 -2.34 -4.35  0.00
64 H 0.20 -1.45 -3.17  0.00
65 H 2.04 -0.05 -4.00  0.00
66 H 3.17 -1.49 -3.87  0.00
67 H 3.40 0.27 -2.23  0.00
68 H 2.11 -3.46 -3.08  0.00
69 C 0.66 2.62 -2.85  0.00
70 C 1.55 3.43 -1.93  0.00
71 O 2.72 3.90 -2.56  0.00
72 O 0.08 3.56 -3.65  0.00
73 H -0.03 1.93 -2.37  0.00
74 H 1.13 1.94 -3.56  0.00
75 H 1.96 2.69 -1.25  0.00
76 H 1.08 4.25 -1.37  0.00
77 H 2.64 3.92 -3.51  0.00
78 H 0.72 3.74 -4.34  0.00

As for the HOMO energy (spin up / spin down): -0.29992 / -0.39754 Eh. As for the max |F|: 0.0771 hartree/bohr. The value obtained for the gap between HOMO and LUMO (spin up / spin down) is 5.536 / 5.646 eV. For the calculated total energy, the calculation gives -119047.7983 eV. The net charge is +1. The spin multiplicity is 7. As for the expectation value of S²: 12.008.